Entry 1:
Molecular formula: C43H61MnNP2SSi
Method: DFT, the ωB97M-V functional and the def2-TZVPD basis

Structure (ORCA input):
```
! wB97M-V def2-TZVPD RIJCOSX def2/J DEFGRID3
* xyz -1 5
Mn 0.277 0.261 -1.183
C -0.403 -0.618 2.599
Si -0.630 -0.691 0.730
C -0.123 -2.564 0.487
C -1.034 -3.614 0.715
C -0.724 -4.944 0.446
C 0.528 -5.267 -0.043
C 1.457 -4.253 -0.263
C 1.152 -2.913 -0.015
P 2.357 -1.515 -0.376
C 3.449 -2.261 -1.673
C 4.120 -1.147 -2.508
C 5.168 -1.726 -3.483
C 4.778 -3.135 -3.929
C 4.758 -4.104 -2.725
C 4.501 -3.355 -1.407
C 3.208 -1.368 1.309
C 3.105 0.088 1.799
C 4.063 0.998 1.035
C 5.511 0.551 1.251
C 5.706 -0.917 0.857
C 4.659 -1.831 1.500
C -2.542 -0.468 0.642
C -3.336 -1.029 1.667
C -4.664 -0.688 1.861
C -5.243 0.279 1.052
C -4.496 0.836 0.024
C -3.172 0.450 -0.230
P -2.286 1.095 -1.749
C -2.451 2.953 -1.575
C -1.151 3.589 -2.097
C -1.112 5.094 -1.851
C -2.302 5.794 -2.500
C -3.600 5.182 -1.981
C -3.661 3.665 -2.199
C -3.442 0.566 -3.124
C -4.969 0.772 -3.123
C -5.576 0.346 -4.466
C -5.289 -1.125 -4.771
C -3.792 -1.411 -4.691
C -3.196 -0.933 -3.367
H -0.847 -1.500 3.097
H -0.873 0.290 2.996
H 0.661 -0.597 2.868
H -2.031 -3.381 1.082
H -1.463 -5.722 0.614
H 0.791 -6.297 -0.261
H 2.421 -4.530 -0.668
H 2.683 -2.711 -2.316
H 4.592 -0.410 -1.854
H 3.357 -0.590 -3.053
H 6.157 -1.762 -3.013
H 5.262 -1.061 -4.343
H 5.456 -3.504 -4.701
H 3.783 -3.091 -4.386
H 5.704 -4.649 -2.659
H 3.972 -4.852 -2.867
H 5.424 -2.877 -1.076
H 4.233 -4.060 -0.624
H 2.575 -1.993 1.937
H 3.377 0.103 2.864
H 2.090 0.464 1.710
H 3.924 2.036 1.342
H 3.820 0.964 -0.036
H 5.765 0.676 2.312
H 6.203 1.183 0.685
H 6.705 -1.255 1.145
H 5.658 -0.999 -0.233
H 4.836 -1.830 2.583
H 4.796 -2.860 1.173
H -2.884 -1.732 2.360
H -5.234 -1.149 2.660
H -6.266 0.597 1.216
H -4.961 1.586 -0.602
H -2.500 3.096 -0.491
H -1.076 3.396 -3.178
H -0.310 3.091 -1.620
H -0.165 5.504 -2.215
H -1.140 5.276 -0.768
H -2.249 5.651 -3.588
H -2.281 6.872 -2.318
H -4.471 5.652 -2.449
H -3.674 5.381 -0.904
H -3.704 3.456 -3.276
H -4.597 3.307 -1.768
H -3.029 1.097 -3.995
H -5.263 1.796 -2.906
H -5.399 0.140 -2.337
H -5.147 0.970 -5.262
H -6.653 0.534 -4.468
H -5.685 -1.395 -5.755
H -5.811 -1.751 -4.035
H -3.281 -0.892 -5.512
H -3.596 -2.479 -4.823
H -2.133 -1.144 -3.340
H -3.655 -1.496 -2.542
S 1.228 1.187 -3.324
C 0.861 -0.456 -3.729
C 1.141 -1.079 -4.980
C 0.818 -2.390 -5.182
C 0.206 -3.130 -4.160
C -0.040 -2.484 -2.975
N 0.281 -1.201 -2.747
H 1.607 -0.481 -5.751
H 1.037 -2.859 -6.136
H -0.072 -4.168 -4.283
H -0.517 -2.998 -2.147
C 0.024 1.391 0.375
H -0.851 1.626 0.996
H 0.928 1.775 0.849
*
```

## Properties
electronic energy: -115684.0286 eV
HOMO energy (alpha / beta): -0.087 / -0.074 Ha
energy above the lowest of the compared OMol25 structures with the same formula, charge and spin: 0.0 kcal per mole
orbital gap (alpha / beta): 5.0 / 4.7 eV

Atomic partial charges in e from the Löwdin method, atoms 1 to 99: 0.1690 -0.2082 0.4646 -0.2673 -0.1017 -0.1096 -0.1087 -0.1005 -0.3643 1.1289 -0.4328 -0.2116 -0.1883 -0.1957 -0.1857 -0.2186 -0.3996 -0.2372 -0.2030 -0.2038 -0.2014 -0.1960 -0.2365 -0.1173 -0.1026 -0.0989 -0.1095 -0.3259 1.1043 -0.4244 -0.2629 -0.2060 -0.2207 -0.2095 -0.2171 -0.4272 -0.2156 -0.2056 -0.2161 -0.2045 -0.2240 0.0211 0.0334 0.0085 0.0817 0.0928 0.0916 0.0724 0.0911 0.0867 0.0541 0.1060 0.1057 0.1001 0.0986 0.1022 0.1044 0.0925 0.0848 0.0996 0.1202 0.0444 0.1102 0.0994 0.1077 0.1036 0.1071 0.0767 0.1138 0.0885 0.0801 0.0931 0.0931 0.0780 0.1110 0.1024 0.0385 0.1059 0.1149 0.1104 0.0993 0.1021 0.1133 0.1132 0.0798 0.1149 0.0767 0.1066 0.1117 0.1019 0.1001 0.1113 0.1142 0.1048 0.0662 0.1248 0.5715 -0.7854 -0.1114


Entry 2:
Molecular formula: C5H9N
Method: DFT, the ωB97M-V functional and the def2-TZVPD basis

Structure (ORCA input):
```
! wB97M-V def2-TZVPD RIJCOSX def2/J DEFGRID3
* xyz 0 1
C -0.878 -0.532 1.323
C 0.539 -0.322 1.786
C 0.000 0.508 0.671
N 0.662 0.330 -0.589
C 0.184 0.946 -1.791
C 0.185 -0.557 -1.608
H -1.124 -1.449 0.788
H -1.662 -0.187 1.988
H 0.755 0.148 2.740
H 1.243 -1.084 1.469
H -0.245 1.548 0.871
H -0.732 1.540 -1.665
H 0.887 1.410 -2.477
H 0.965 -1.259 -1.885
H -0.778 -1.041 -1.620
*
```

## Properties
structure (SMILES): C1CC1N1CC1
electronic energy: -6818.3823 eV
HOMO energy: -0.311 Ha
energy above the lowest of the compared OMol25 structures with the same formula, charge and spin: 60.2 kcal per mole
orbital gap: 9.8 eV

Need the Löwdin charges? In units of e they are: -0.1060 -0.1158 -0.3190 -0.1125 -0.1240 -0.1403 0.0934 0.0920 0.0961 0.1039 0.1402 0.1099 0.0920 0.0993 0.0908


Entry 3:
Molecular formula: C4H10NO
Method: DFT, the ωB97M-V functional and the def2-TZVPD basis

Structure (ORCA input):
```
! wB97M-V def2-TZVPD RIJCOSX def2/J DEFGRID3
* xyz 1 1
C 1.714 0.172 -0.131
C 1.902 1.604 0.073
C 0.103 -1.713 -0.065
C -2.261 0.555 0.060
N 0.701 -0.540 0.129
O -1.211 1.153 -0.192
H 2.677 -0.488 -0.410
H 2.125 1.903 1.124
H 0.920 2.073 -0.145
H 2.916 1.789 -0.368
H -0.316 -2.005 -0.981
H -1.046 -1.383 0.458
H 0.496 -2.509 0.574
H -3.007 0.371 -0.737
H -2.469 0.401 1.205
H -1.979 -0.940 0.227
*
```

## Properties
electronic energy: -7834.4090 eV
HOMO energy (alpha / beta): -0.533 / -0.533 Ha
energy above the lowest of the compared OMol25 structures with the same formula, charge and spin: 159.3 kcal per mole
orbital gap (alpha / beta): 7.9 / 7.9 eV

Need the Löwdin charges? In units of e they are: -0.1174 -0.0338 -0.0141 -0.2019 0.0621 -0.0241 0.1980 0.1208 0.0913 0.1123 0.1088 0.0994 0.1469 0.1219 0.1457 0.1840


Entry 4:
Molecular formula: C2H2N4
Method: DFT, the ωB97M-V functional and the def2-TZVPD basis

Structure (ORCA input):
```
! wB97M-V def2-TZVPD RIJCOSX def2/J DEFGRID3
* xyz 0 1
C 0.875 -0.411 0.186
C 0.336 0.776 -0.102
H 1.974 -0.646 0.224
H 1.010 1.749 -0.132
N -0.966 1.088 -0.109
N -1.867 0.082 0.157
N -1.304 -1.220 -0.049
N -0.058 -1.419 -0.174
*
```

## Properties
structure (SMILES): c1cnnnn1
electronic energy: -8062.3370 eV
HOMO energy: -0.358 Ha
energy above the lowest of the compared OMol25 structures with the same formula, charge and spin: 87.5 kcal per mole
orbital gap: 8.5 eV

Need the Löwdin charges? In units of e they are: -0.0801 -0.2124 0.1275 0.1443 0.0172 0.0426 -0.0386 -0.0004


Entry 5:
Molecular formula: C19H21BNORh
Method: DFT, the ωB97M-V functional and the def2-TZVPD basis

Structure (ORCA input):
```
! wB97M-V def2-TZVPD RIJCOSX def2/J DEFGRID3
* xyz 0 5
C -0.669 -1.986 2.647
C 0.615 -1.389 2.604
C 0.475 -0.066 2.091
H 1.546 -1.824 2.926
C -0.896 0.107 1.657
C -1.599 -1.124 2.007
H -2.662 -1.275 1.845
H -0.896 -2.941 3.095
H 1.286 0.634 2.024
H -1.428 0.985 1.299
C 0.585 -1.651 -1.802
C 0.005 -2.876 -1.360
C -1.354 -2.628 -0.988
H 0.502 -3.832 -1.270
C -1.604 -1.213 -1.119
C -0.398 -0.614 -1.649
H -0.369 0.417 -1.978
H 1.608 -1.510 -2.137
H -2.076 -3.370 -0.657
H -2.541 -0.680 -0.950
Rh -0.208 -1.303 0.407
O 0.899 1.059 -0.273
C 2.030 1.880 0.062
C 0.699 2.513 0.187
H 2.516 1.650 0.999
H 2.610 2.155 -0.820
H 0.361 2.678 1.200
H -0.732 4.695 0.676
C -0.408 4.636 -0.368
C 0.197 3.440 -0.799
C 0.520 3.241 -2.149
H 0.896 2.262 -2.465
C 0.393 4.305 -3.034
H 0.706 4.156 -4.063
C -0.115 5.537 -2.597
H -0.171 6.368 -3.298
C -0.523 5.702 -1.264
H -0.920 6.660 -0.917
B 0.014 -6.272 1.826
C 0.605 -4.886 1.450
N 0.991 -3.813 1.171
H 0.684 -7.204 1.413
H -1.099 -6.296 1.328
H -0.077 -6.327 3.041
*
```

## Properties
electronic energy: -27256.3928 eV
HOMO energy (alpha / beta): -0.241 / -0.314 Ha
energy above the lowest of the compared OMol25 structures with the same formula, charge and spin: 48.1 kcal per mole
orbital gap (alpha / beta): 6.7 / 5.9 eV

Need the Löwdin charges? In units of e they are: -0.1177 -0.1349 -0.1469 0.1087 -0.2437 -0.1823 0.1172 0.1175 0.0788 0.1172 -0.1098 -0.1384 -0.1441 0.0998 -0.2233 -0.1853 0.0963 0.1128 0.1195 0.1196 1.1603 -0.1757 -0.0802 -0.1716 0.1078 0.1298 0.1394 0.1173 -0.0233 -0.1982 -0.0319 0.1153 -0.0675 0.1067 -0.0753 0.1046 -0.0717 0.1082 -0.4613 -0.2559 0.0792 -0.0046 -0.0065 -0.0059


Entry 6:
Molecular formula: C36H34MnN5PS4Te
Method: DFT, the ωB97M-V functional and the def2-TZVPD basis

Structure (ORCA input):
```
! wB97M-V def2-TZVPD RIJCOSX def2/J DEFGRID3
* xyz 0 2
Mn -0.460 0.103 0.221
C 1.883 -1.356 -4.224
S 2.446 0.241 -3.557
C 1.574 0.235 -2.047
S -0.120 -0.261 -2.030
N 2.182 0.635 -0.977
N 1.455 0.649 0.132
C 2.052 0.900 1.311
C 1.255 0.766 2.448
C 1.717 0.990 3.769
C 0.871 0.808 4.826
C -0.455 0.414 4.572
C -0.856 0.223 3.268
N -0.055 0.376 2.214
H 2.244 -1.423 -5.243
H 0.800 -1.387 -4.186
H 2.308 -2.149 -3.616
H 3.108 1.133 1.333
H 2.745 1.288 3.898
H 1.205 0.963 5.841
H -1.153 0.257 5.378
H -1.883 -0.056 3.053
C -0.179 5.302 -2.118
N -0.495 4.321 -1.117
C -0.773 4.556 0.196
C -1.039 3.344 0.757
N -0.930 2.372 -0.193
C -0.611 2.996 -1.308
H 0.055 6.252 -1.639
H -1.026 5.445 -2.791
H 0.678 4.970 -2.706
H -0.759 5.541 0.615
H -1.300 3.113 1.772
H -0.461 2.524 -2.260
S -4.271 0.408 -1.966
P -4.162 -0.435 -0.207
S -2.335 -1.058 0.465
C -5.195 -1.936 -0.082
C -4.697 -3.203 0.173
C -5.561 -4.283 0.214
C -6.917 -4.094 0.012
C -7.415 -2.825 -0.244
C -6.554 -1.747 -0.297
C -4.888 0.590 1.124
C -4.872 0.128 2.433
C -5.461 0.882 3.431
C -6.081 2.082 3.116
C -6.094 2.541 1.809
C -5.493 1.796 0.810
H -3.642 -3.340 0.355
H -5.170 -5.272 0.405
H -7.590 -4.937 0.055
H -8.473 -2.679 -0.405
H -6.924 -0.750 -0.504
H -4.401 -0.820 2.652
H -5.444 0.528 4.452
H -6.558 2.659 3.895
H -6.577 3.477 1.564
H -5.490 2.127 -0.220
Te 1.282 -2.530 -0.056
C 1.036 -4.054 1.439
C 2.114 -4.816 1.862
C 1.919 -5.843 2.769
C 0.649 -6.119 3.248
C -0.424 -5.341 2.843
C -0.228 -4.302 1.951
C 0.223 -3.780 -1.463
C -1.142 -3.994 -1.359
C -1.764 -4.916 -2.182
C -1.030 -5.607 -3.131
C 0.325 -5.358 -3.269
C 0.955 -4.455 -2.430
H 3.100 -4.608 1.472
H 2.762 -6.438 3.090
H 0.497 -6.933 3.941
H -1.416 -5.545 3.220
H -1.059 -3.676 1.651
H -1.720 -3.429 -0.643
H -2.824 -5.095 -2.078
H -1.513 -6.336 -3.765
H 0.900 -5.878 -4.021
H 2.021 -4.284 -2.516
*
```

## Properties
electronic energy: -136578.2711 eV
HOMO energy (alpha / beta): -0.270 / -0.264 Ha
energy above the lowest of the compared OMol25 structures with the same formula, charge and spin: 33.8 kcal per mole
orbital gap (alpha / beta): 6.1 / 6.0 eV

Need the Löwdin charges? In units of e they are: -0.0219 -0.3947 0.8394 -1.0731 0.5779 -0.0914 -0.1804 -0.0552 -0.2377 -0.0105 -0.0541 -0.0367 -0.1244 0.0257 0.0332 -0.0013 0.0180 0.1304 0.1145 0.1099 0.1058 0.0767 -0.0124 -0.1284 -0.0651 -0.1237 0.0346 -0.1535 0.0926 0.0979 0.0972 0.1138 0.1009 0.1125 0.1925 0.1026 0.3467 -0.3772 -0.1104 -0.0859 -0.0906 -0.0801 -0.0962 -0.3832 -0.1131 -0.0888 -0.0935 -0.0841 -0.1092 0.0434 0.1014 0.0992 0.1023 0.1043 0.0945 0.0996 0.0985 0.1012 0.0614 1.4306 -0.4967 -0.1478 -0.0932 -0.0906 -0.0826 -0.1388 -0.4744 -0.1358 -0.0683 -0.0849 -0.0889 -0.1580 0.0878 0.1012 0.1007 0.1037 0.0725 0.0208 0.1033 0.1015 0.1015 0.0843


Entry 7:
Molecular formula: C2H12NO4
Method: DFT, the ωB97M-V functional and the def2-TZVPD basis

Structure (ORCA input):
```
! wB97M-V def2-TZVPD RIJCOSX def2/J DEFGRID3
* xyz 0 2
O 0.255 -1.896 0.792
C -0.809 -1.792 1.474
C -1.358 -0.409 1.712
N -0.600 0.570 0.870
H -1.335 -2.656 1.972
H -2.436 -0.391 1.497
H -1.191 -0.003 2.767
H 0.230 0.993 1.271
H -0.501 0.121 -0.057
H -1.207 1.365 0.633
H 2.727 0.117 -0.730
H 3.095 1.634 -0.686
O 2.608 0.936 -0.238
H 0.124 -2.320 -2.545
H -1.105 -1.666 -2.997
O -0.233 -1.429 -2.656
H 0.167 2.951 -1.229
H 1.235 1.862 -0.746
O 0.333 2.015 -1.103
*
```

## Properties
electronic energy: -11945.2819 eV
HOMO energy (alpha / beta): -0.134 / -0.275 Ha
energy above the lowest of the compared OMol25 structures with the same formula, charge and spin: 18.7 kcal per mole
orbital gap (alpha / beta): 3.8 / 7.6 eV

Need the Löwdin charges? In units of e they are: -0.2078 -0.4381 -0.2319 0.1184 0.0781 0.1036 0.1015 0.1373 0.1304 0.1411 0.0783 0.0606 -0.0371 0.0385 0.0316 -0.0696 0.0448 -0.0056 -0.0741


Entry 8:
Molecular formula: C17H24MoN3O2P
Method: DFT, the ωB97M-V functional and the def2-TZVPD basis

Structure (ORCA input):
```
! wB97M-V def2-TZVPD RIJCOSX def2/J DEFGRID3
* xyz 4 3
N 0.695 1.737 -0.478
C 0.790 2.893 -0.372
C 0.833 4.324 -0.217
H -0.199 4.708 -0.240
H 1.415 4.790 -1.029
H 1.299 4.582 0.751
N 2.192 -1.329 -0.535
C 3.139 -1.994 -0.614
C 4.333 -2.795 -0.789
H 4.974 -2.338 -1.553
H 4.068 -3.810 -1.111
H 4.906 -2.871 0.145
N -1.428 -1.213 -0.360
C -2.420 -1.803 -0.139
C -3.688 -2.468 -0.116
H -3.678 -3.289 0.620
H -3.898 -2.878 -1.117
H -4.473 -1.746 0.165
Mo 0.495 -0.351 0.247
C 0.498 -2.103 1.280
O 0.664 -3.134 1.794
C 1.912 0.370 1.464
O 2.860 0.737 2.057
C 1.035 1.002 -3.094
C -0.357 1.073 -2.974
C -1.115 -0.095 -2.967
C -0.481 -1.337 -3.084
C 0.903 -1.406 -3.211
C 1.666 -0.231 -3.217
H 1.631 1.917 -3.108
H -0.851 2.043 -2.899
H -2.203 -0.034 -2.897
H -1.076 -2.253 -3.106
H 1.395 -2.372 -3.336
H 2.748 -0.278 -3.344
C -2.864 0.656 2.247
P -1.015 0.590 2.065
C -0.681 2.337 2.572
C -0.637 -0.311 3.636
H -3.334 1.305 1.496
H -3.058 1.082 3.247
H -3.353 -0.325 2.190
H -1.167 2.535 3.536
H 0.386 2.555 2.703
H -1.132 2.995 1.817
H -1.091 0.230 4.475
H -1.079 -1.311 3.567
H 0.438 -0.384 3.837
*
```

## Properties
electronic energy: -37681.3675 eV
HOMO energy (alpha / beta): -0.793 / -0.785 Ha
energy above the lowest of the compared OMol25 structures with the same formula, charge and spin: 0.0 kcal per mole
orbital gap (alpha / beta): 4.0 / 4.0 eV

Need the Löwdin charges? In units of e they are: 0.0443 -0.1323 0.0301 0.1325 0.1363 0.1328 0.0404 -0.0680 0.0507 0.1356 0.1362 0.1383 0.0196 -0.1282 0.0332 0.1373 0.1398 0.1325 1.2580 -0.1532 0.2520 -0.1746 0.2514 -0.0558 -0.0343 -0.0376 -0.0342 -0.0213 -0.0443 0.1381 0.1417 0.1397 0.1405 0.1430 0.1395 -0.1849 0.8141 -0.2169 -0.2163 0.0763 0.0937 0.0552 0.0883 0.0598 0.0584 0.0874 0.0643 0.0611